(1)
{"formula": "C3GaLi2O3", "method": "wB97M-V/def2-TZVPD", "spin_multiplicity": 2, "homo_lumo_gap_ev": [8.74, 6.07], "total_charge": 2, "species": ["O", "C", "O", "Ga", "Li", "C", "C", "O", "Li"], "xyz": [[-2.428, 0.627, -0.421], [-1.366, 0.955, 0.053], [-0.613, 1.911, 0.020], [1.308, 1.674, 0.606], [-2.371, -1.463, -0.455], [-0.487, -0.739, 0.424], [0.705, -0.984, 0.164], [1.914, -0.631, 0.236], [3.336, -1.349, -0.626]]}

(2)
{"formula": "C24H19LiO5S2", "method": "wB97M-V/def2-TZVPD", "spin_multiplicity": 1, "homo_lumo_gap_ev": 4.66, "species": ["C", "O", "C", "C", "C", "C", "C", "C", "S", "O", "O", "C", "C", "C", "C", "C", "C", "S", "O", "O", "C", "C", "H", "H", "H", "H", "H", "H", "H", "H", "H", "H", "H", "H", "C", "Li", "C", "C", "C", "C", "C", "C", "C", "C", "H", "H", "H", "H", "H", "H", "H"], "xyz": [[-4.641, -3.033, -0.008], [-4.126, -2.099, -0.982], [-2.941, -1.475, -0.755], [-2.161, -1.671, 0.399], [-0.912, -1.077, 0.482], [-0.431, -0.284, -0.573], [0.964, 0.152, -0.624], [2.005, -0.680, -0.374], [3.693, -0.085, -0.438], [3.837, 0.772, -1.599], [4.105, 0.302, 0.884], [4.410, -1.682, -0.779], [3.596, -2.795, -0.634], [4.098, -4.076, -0.861], [5.443, -4.228, -1.210], [6.275, -3.109, -1.323], [5.760, -1.832, -1.085], [1.874, -2.476, -0.250], [1.613, -2.801, 1.144], [1.074, -3.016, -1.313], [-1.279, 0.023, -1.635], [-2.511, -0.572, -1.746], [-5.595, -3.358, -0.427], [-3.968, -3.897, 0.106], [-4.805, -2.539, 0.961], [-2.484, -2.363, 1.178], [-0.254, -1.322, 1.313], [1.168, 1.144, -1.007], [3.432, -4.935, -0.777], [5.842, -5.224, -1.392], [7.327, -3.222, -1.593], [6.389, -0.943, -1.128], [-0.901, 0.657, -2.440], [-3.128, -0.458, -2.634], [-2.536, 5.065, -0.313], [-1.977, 0.743, 1.361], [-1.660, 4.332, -1.167], [-0.880, 3.434, -0.390], [-1.363, 3.496, 0.940], [-2.425, 4.501, 1.016], [-3.136, 4.618, 2.222], [-2.686, 3.850, 3.321], [-1.656, 2.882, 3.211], [-0.941, 2.711, 2.013], [-3.178, 5.895, -0.642], [-1.565, 4.426, -2.250], [-0.059, 2.786, -0.720], [-4.065, 5.218, 2.303], [-3.198, 3.941, 4.290], [-1.334, 2.296, 4.082], [-0.108, 2.006, 1.842]]}

(3)
{"formula": "C18H17FeN3O9P2", "method": "wB97M-V/def2-TZVPD", "spin_multiplicity": 6, "homo_lumo_gap_ev": [6.14, 3.29], "total_charge": 1, "species": ["Fe", "O", "C", "O", "C", "C", "C", "N", "C", "C", "C", "C", "C", "C", "C", "N", "C", "C", "C", "C", "C", "N", "H", "H", "H", "H", "H", "H", "H", "H", "H", "H", "C", "C", "O", "P", "O", "O", "O", "P", "O", "O", "O", "H", "H", "H", "H", "H", "H", "H"], "xyz": [[-0.550, 0.394, 0.159], [6.216, 1.953, 0.033], [5.807, 1.435, 1.053], [6.032, 1.224, 2.226], [4.143, 1.164, 0.816], [3.391, 0.737, 1.890], [2.046, 0.550, 1.650], [1.507, 0.740, 0.446], [2.247, 1.228, -0.550], [3.601, 1.451, -0.419], [1.444, 1.609, -1.732], [1.972, 1.812, -2.988], [1.118, 2.191, -4.009], [-0.228, 2.353, -3.737], [-0.675, 2.108, -2.456], [0.146, 1.743, -1.458], [1.036, 0.263, 2.693], [1.345, -0.279, 3.921], [0.327, -0.461, 4.841], [-0.962, -0.093, 4.499], [-1.189, 0.413, 3.238], [-0.209, 0.596, 2.337], [3.837, 0.601, 2.863], [4.206, 1.864, -1.211], [3.028, 1.664, -3.171], [1.503, 2.354, -5.008], [-0.931, 2.648, -4.503], [-1.727, 2.200, -2.218], [2.362, -0.563, 4.155], [0.539, -0.888, 5.813], [-1.788, -0.212, 5.188], [-2.192, 0.680, 2.931], [-3.871, -0.527, -0.720], [-3.019, -1.768, -0.996], [-3.903, -2.808, -1.424], [-2.143, -2.329, 0.482], [-1.370, -3.608, 0.024], [-3.181, -2.815, 1.561], [-1.313, -1.222, 1.074], [-1.668, -1.527, -2.184], [-2.278, -0.741, -3.424], [-1.226, -2.911, -2.529], [-0.704, -0.598, -1.464], [-4.641, -0.752, 0.019], [-4.352, -0.212, -1.645], [-3.295, 0.319, -0.344], [-3.384, -3.441, -1.945], [-1.110, -3.564, -0.935], [-3.581, -3.671, 1.361], [-2.365, -1.306, -4.200]]}